Entry from OMol25: a structure of composition C2H3O2Rb in a non-equilibrium geometry (ωB97M-V/def2-TZVPD).

The value obtained for the LUMO energy is -0.566 eV. As for the highest occupied orbital energy: -0.29171 Ha. The value obtained for the maximum force is 10.0 eV/Å. As for the energy above the lowest of the compared OMol25 structures with the same formula, charge and spin: 2.303 eV.

Geometry as ORCA input:
```
! wB97M-V def2-TZVPD RIJCOSX def2/J DEFGRID3
* xyz 0 1
Rb -1.6475 -1.4275 1.2564
C 0.7727 -0.0825 -0.1511
C -0.5874 0.5947 -0.2300
O -1.6396 -0.0231 -0.1150
O -0.6370 1.8296 -0.2513
H 0.8812 -1.1525 -0.3282
H 1.3769 0.0524 0.7460
H 1.4807 0.2089 -0.9268
*
```

Computed Löwdin charges, given in elementary charges: 1.250 -0.064 -0.852 -0.528 -0.011 0.049 0.077 0.080

***

Entry from OMol25: a structure of composition C2H3O2S in a non-equilibrium geometry (ωB97M-V/def2-TZVPD).

The value obtained for the LUMO energy is 3.910 eV. As for the highest occupied orbital energy: -0.12021 Ha. The value obtained for the maximum force is 4.9 eV/Å. As for the energy above the lowest of the compared OMol25 structures with the same formula, charge and spin: 1.380 eV.

Geometry as ORCA input:
```
! wB97M-V def2-TZVPD RIJCOSX def2/J DEFGRID3
* xyz -1 1
C -1.1462 -0.5872 -0.1634
C 0.7339 -0.1798 0.0547
O -1.5003 -1.7106 -0.2096
O 1.0308 1.0892 -0.3239
S -1.8695 0.9209 -0.0067
H 1.4588 -0.8770 -0.3323
H 0.9397 -0.3345 1.1399
H 0.3528 1.6790 -0.1588
*
```

Computed Löwdin charges, given in elementary charges: -0.962 -0.291 -0.084 -0.158 0.434 0.056 0.065 -0.059

***

Entry from OMol25: a structure of composition C2H3O2Sm in a non-equilibrium geometry (ωB97M-V/def2-TZVPD).

The value obtained for the LUMO energy (spin up / spin down) is -18.219 / -15.172 eV. As for the highest occupied orbital energy (spin up / spin down): -0.80236 / -0.89589 Ha. The value obtained for the maximum force is 8.2 eV/Å. As for the energy above the lowest of the compared OMol25 structures with the same formula, charge and spin: 7.164 eV.

Geometry as ORCA input:
```
! wB97M-V def2-TZVPD RIJCOSX def2/J DEFGRID3
* xyz 3 7
O 0.1192 -0.4738 0.5428
C 0.7080 1.3220 0.4037
C -0.3126 0.3847 -0.3364
H 1.7363 1.1848 0.0717
H 0.3533 2.1755 0.9750
H -1.3736 0.6492 -0.3628
Sm -0.6367 -3.8604 -0.8630
O -0.5941 -1.3819 -0.4309
*
```

Computed Löwdin charges, given in elementary charges: 0.024 0.433 0.000 0.141 0.153 0.182 2.333 -0.267

***

Entry from OMol25: a structure of composition C2H3O2Tl in a non-equilibrium geometry (ωB97M-V/def2-TZVPD).

The value obtained for the LUMO energy is 0.255 eV. As for the highest occupied orbital energy: -0.32985 Ha. The value obtained for the maximum force is 5.4 eV/Å. As for the energy above the lowest of the compared OMol25 structures with the same formula, charge and spin: 5.618 eV.

Geometry as ORCA input:
```
! wB97M-V def2-TZVPD RIJCOSX def2/J DEFGRID3
* xyz 0 1
H -1.5405 0.9127 -0.3752
C -1.8372 -0.2062 -0.3714
C -2.9089 0.0765 0.1541
H -3.9094 0.2746 0.5489
O 2.4312 0.4510 -0.2082
O 2.1184 -0.9408 0.1470
H 1.6604 -0.1263 -0.8680
Tl 3.9859 -0.4416 0.9726
*
```

Computed Löwdin charges, given in elementary charges: 0.074 -0.105 -0.002 0.049 -0.514 -0.580 0.195 0.883

***

Entry from OMol25: a structure of composition C2H3O2Tl in a non-equilibrium geometry (ωB97M-V/def2-TZVPD).

The value obtained for the LUMO energy (spin up / spin down) is -11.954 / -14.968 eV. As for the highest occupied orbital energy (spin up / spin down): -0.80256 / -0.79240 Ha. The value obtained for the maximum force is 4.8 eV/Å. As for the energy above the lowest of the compared OMol25 structures with the same formula, charge and spin: 3.152 eV.

Geometry as ORCA input:
```
! wB97M-V def2-TZVPD RIJCOSX def2/J DEFGRID3
* xyz 2 1
H -0.6966 -1.3954 0.3110
C 0.3856 -1.1096 -0.1184
O 1.5432 -1.4311 0.1866
Tl 2.3053 0.5424 -0.2989
O 0.2054 0.1929 -0.2801
C -1.2480 0.6145 0.0181
H -1.1269 1.2014 0.9445
H -1.3681 1.3849 -0.7629
*
```

Computed Löwdin charges, given in elementary charges: 0.263 -0.228 0.050 1.623 -0.267 0.304 0.129 0.125

***

Entry from OMol25: the ion C2H3O3S with charge -1 in a non-equilibrium geometry (ωB97M-V/def2-TZVPD).

The value obtained for the LUMO energy is 4.104 eV. As for the highest occupied orbital energy: -0.11663 Ha. Its SMILES is O=[S@@]1([O-])=COC1. The value obtained for the maximum force is 3.3 eV/Å. As for the energy above the lowest of the compared OMol25 structures with the same formula, charge and spin: 5.002 eV.

Geometry as ORCA input:
```
! wB97M-V def2-TZVPD RIJCOSX def2/J DEFGRID3
* xyz -1 1
O -2.1248 1.2489 0.2537
S -1.6205 0.0118 -0.2113
O -2.5162 -1.1078 -0.0954
C -0.2294 0.2525 -1.5727
O 0.6443 0.5242 -0.2195
C -0.0155 -0.2630 0.6843
H -0.3176 1.2826 -1.9622
H 0.2804 -1.3980 0.4312
H 0.2947 0.1317 1.7110
*
```

Löwdin atomic charge list, values in e, 8 entries: -0.402 0.570 -0.411 -0.168 -0.385 -0.396 -0.027 0.111

***

Entry from OMol25: a cluster of 2 separate species, C2H3O3S2 in total in a non-equilibrium geometry (ωB97M-V/def2-TZVPD).

The value obtained for the LUMO energy is 3.252 eV. As for the highest occupied orbital energy: -0.07170 Ha. The value obtained for the maximum force is 2.9 eV/Å. As for the energy above the lowest of the compared OMol25 structures with the same formula, charge and spin: 2.938 eV.

Geometry as ORCA input:
```
! wB97M-V def2-TZVPD RIJCOSX def2/J DEFGRID3
* xyz -1 1
C 4.0040 -0.5173 0.2056
C 0.2244 -0.0342 -0.5656
O 4.5581 0.4710 0.1409
O 3.4960 -1.5375 0.2923
O -0.9461 0.4370 -1.0108
S -0.0176 -1.7499 0.2207
S 0.9138 1.2122 0.9302
H -1.7881 0.2998 -0.4421
H 1.3357 -1.9663 0.1074
H 1.3031 0.2148 1.6370
*
```

Löwdin atomic charge list, values in e, 8 entries: -0.481 -0.996 0.208 0.173 -0.305 0.450 0.373 0.089

***

Entry from OMol25: a structure of composition C2H3O6S2 in a non-equilibrium geometry (ωB97M-V/def2-TZVPD).

The value obtained for the LUMO energy is 3.660 eV. As for the highest occupied orbital energy: -0.18343 Ha. The value obtained for the maximum force is 4.0 eV/Å. As for the energy above the lowest of the compared OMol25 structures with the same formula, charge and spin: 1.529 eV.

Geometry as ORCA input:
```
! wB97M-V def2-TZVPD RIJCOSX def2/J DEFGRID3
* xyz -1 1
C -0.9889 0.5161 1.0732
C 0.0898 -0.1081 0.1767
O -4.1488 -1.4443 0.0958
O -3.0585 2.2536 0.7423
O -1.2807 2.3572 -1.0061
O -1.8762 -1.8600 -0.6797
O -2.7615 0.3813 -0.9454
O -2.3154 -0.5471 1.3152
S -2.0049 1.5725 -0.0358
S -2.7835 -0.9674 -0.0522
H 0.6805 0.8255 -0.0402
H 0.6531 -0.8016 0.6508
H -0.1894 -0.5574 -0.7405
*
```

Löwdin atomic charge list, values in e, 8 entries: -0.212 -0.178 -0.286 -0.332 -0.316 -0.277 -0.346 -0.296

***

Entry from OMol25: a cluster of 3 separate species, C2H3OPS2 in total in a non-equilibrium geometry (ωB97M-V/def2-TZVPD).

The value obtained for the LUMO energy (spin up / spin down) is -0.839 / -0.840 eV. As for the highest occupied orbital energy (spin up / spin down): -0.29835 / -0.29840 Ha. The value obtained for the maximum force is 2.5 eV/Å. As for the energy above the lowest of the compared OMol25 structures with the same formula, charge and spin: 5.191 eV.

Geometry as ORCA input:
```
! wB97M-V def2-TZVPD RIJCOSX def2/J DEFGRID3
* xyz 0 1
C -2.7326 -0.1506 0.3495
C -1.4992 1.5936 0.0159
O 1.4240 0.9913 0.9060
P 2.7566 1.2580 0.4020
S -1.5225 3.0165 -0.5439
S 3.4138 -0.5015 -0.6005
H -2.2318 -0.9045 -0.2567
H -2.5752 -0.3270 1.4150
H 4.6012 0.0150 -0.9058
*
```

Löwdin atomic charge list, values in e, 8 entries: 0.025 -0.604 -0.593 0.488 0.729 0.333 -0.077 -0.075

***

Entry from OMol25: a structure of composition C2H3OYb in a non-equilibrium geometry (ωB97M-V/def2-TZVPD).

The value obtained for the LUMO energy (spin up / spin down) is -10.573 / -10.604 eV. As for the highest occupied orbital energy (spin up / spin down): -0.67667 / -0.74570 Ha. The value obtained for the maximum force is 5.7 eV/Å. As for the energy above the lowest of the compared OMol25 structures with the same formula, charge and spin: 0.000 eV.

Geometry as ORCA input:
```
! wB97M-V def2-TZVPD RIJCOSX def2/J DEFGRID3
* xyz 2 2
H 0.9665 -0.0405 -1.1953
O -1.1072 -0.5991 0.3824
C -0.7346 0.4170 -0.3040
C 0.7424 0.6213 -0.3029
H 0.9870 1.6436 -0.6235
H 1.2709 0.3138 0.6152
Yb -2.1251 -2.3561 1.4281
*
```

Computed Löwdin charges, given in elementary charges: 0.141 -0.238 0.054 -0.021 0.107 0.114 1.843